[1]
63
Properties=species:S:1:pos:R:3:mulliken_charge:R:1 method="wB97M-V/def2-TZVPD" homo_lumo_gap_ev="5.022 / 5.016" e_above_lowest_kcal_mol=72.0 charge=-1
W -0.4454 -0.5404 0.4362 1.58
O 2.0530 1.6132 5.3693 -0.58
C 1.5626 1.1936 4.3441 0.50
C 0.1514 1.4686 3.8279 -0.14
O -0.7439 2.0988 4.4268 -0.69
C 0.1358 0.8593 2.5540 0.72
C 1.3534 0.1791 2.2466 1.18
O 1.4362 -0.4453 1.0376 -1.01
C 2.3006 0.3462 3.2880 -0.18
O 3.4744 -0.0482 3.3956 -0.66
O -0.8184 0.9038 1.5786 -0.29
C -2.9062 0.6996 -2.8657 -1.63
C -2.2101 -0.1053 -1.8016 0.33
N -1.9454 0.4406 -0.5523 0.03
O -1.9973 1.9012 -0.5499 -0.46
C -1.8584 -1.4086 -1.8983 0.57
C -2.0736 -2.3304 -3.0685 -1.41
N -1.2031 -1.9565 -0.7569 -0.55
O 0.1979 -1.6188 -0.8888 -0.56
H -2.6076 1.7423 -2.7900 0.38
H -3.9864 0.6450 -2.7315 0.31
H -2.6565 0.3157 -3.8519 0.38
H -1.9242 2.1206 0.3968 0.36
H -2.1078 -1.7862 -4.0081 0.40
H -2.9990 -2.8972 -2.9578 0.24
H -1.2461 -3.0366 -3.1029 0.36
C -2.7124 -3.5688 2.2401 -1.80
C -2.0902 -2.2225 2.6557 2.98
C -1.8401 -2.1943 4.1740 -1.75
C -3.0723 -1.1011 2.2672 -1.77
C -0.7935 -2.0051 1.9219 -1.95
H -3.6698 -3.7236 2.7404 0.43
H -2.0490 -4.3951 2.4879 0.41
H -2.8660 -3.5537 1.1608 0.29
H -2.7690 -2.2738 4.7351 0.43
H -1.3511 -1.2612 4.4420 0.26
H -1.1920 -3.0164 4.4633 0.38
H -4.0477 -1.2543 2.7284 0.54
H -3.1869 -1.0986 1.1702 0.26
H -2.6866 -0.1332 2.6033 0.30
H -0.1215 -2.8676 2.0730 0.46
C 3.5997 -0.0646 -2.6125 -1.43
C 2.1824 -0.3077 -2.1184 -0.56
Sb 1.0728 1.3045 -1.0780 0.88
C 2.8604 2.4923 -0.5458 -0.84
C 3.7807 1.8680 0.4869 -0.94
C 0.6368 2.5602 -2.8861 -0.66
C 1.7412 2.7971 -3.8956 -1.26
H 3.8949 -0.8875 -3.2640 0.43
H 4.2933 -0.0317 -1.7788 0.30
H 3.6794 0.8642 -3.1695 0.24
H 2.1801 -1.1238 -1.3883 0.50
H 1.5258 -0.6018 -2.9448 0.44
H 2.4888 3.4561 -0.1981 0.55
H 3.3940 2.6537 -1.4796 0.28
H 3.2962 1.7783 1.4558 0.08
H 4.6682 2.4890 0.6103 0.45
H 4.0962 0.8721 0.1847 0.19
H 0.3033 3.5171 -2.4832 0.49
H -0.2183 2.0925 -3.3773 0.26
H 2.5813 3.3057 -3.4327 0.27
H 1.3735 3.4256 -4.7072 0.43
H 2.0840 1.8585 -4.3182 0.26

=====

[2]
56
Properties=species:S:1:pos:R:3:mulliken_charge:R:1 method="wB97M-V/def2-TZVPD" homo_lumo_gap_ev=8.325 e_above_lowest_kcal_mol=47.7
C -8.0150 -2.4075 1.1910 -1.28
C -7.1877 -1.1426 1.3843 -0.32
C -6.2385 -0.8994 0.2133 -0.62
C -5.4086 0.3672 0.4029 -0.67
H -4.8188 0.2838 1.3187 0.29
H -6.0765 1.2243 0.5171 0.32
C -4.4636 0.6178 -0.7775 -0.69
C -3.7009 1.8895 -0.5802 -0.45
C -2.4063 2.0290 -0.3407 -0.29
C -1.3737 0.9490 -0.2568 -0.75
H -1.7520 -0.0028 -0.6280 0.37
H -1.0747 0.8119 0.7885 0.28
C -0.1188 1.3264 -1.0667 -0.22
C 0.8760 0.2067 -1.0437 -0.67
C 1.2491 -0.5116 -2.1050 0.18
C 2.3124 -1.4885 -2.1271 -0.67
C 3.1276 -1.7616 -1.0941 0.04
C 4.3042 -2.5848 -1.1896 -0.54
C 5.3369 -2.5076 -0.3443 -0.79
C 5.4262 -1.5598 0.8235 -0.10
C 5.4807 -0.0968 0.3344 -0.61
C 5.3010 0.9046 1.4762 -0.66
C 4.8799 2.2795 0.9482 -0.72
C 3.4201 2.2761 0.5555 0.77
O 2.5295 1.8931 1.2810 -0.68
O 3.2005 2.7403 -0.6620 -0.55
H 2.2255 2.7359 -0.8644 0.45
H 4.9943 3.0233 1.7400 0.36
H 5.4805 2.5801 0.0902 0.27
H 6.2264 0.9896 2.0461 0.35
H 4.5238 0.5503 2.1565 0.37
H 6.4387 0.0744 -0.1651 0.31
H 4.6948 0.0496 -0.4066 0.48
O 6.5136 -1.8639 1.6671 -0.60
H 7.3300 -1.7705 1.1625 0.41
H 4.5460 -1.6834 1.4665 0.45
H 6.2026 -3.1392 -0.4918 0.34
H 4.3599 -3.2572 -2.0360 0.37
H 2.9423 -1.3024 -0.1348 0.39
H 2.5045 -1.9577 -3.0837 0.34
H 0.7614 -0.3265 -3.0542 0.35
H 1.3297 0.0463 -0.0751 0.42
O 0.4852 2.5061 -0.5526 -0.76
H 0.7275 2.3272 0.3750 0.45
H -0.4062 1.5733 -2.0942 0.53
H -2.0035 3.0237 -0.1974 0.41
H -4.3166 2.7802 -0.6072 0.36
H -3.7924 -0.2341 -0.8864 0.29
H -5.0575 0.6984 -1.6927 0.38
H -5.5706 -1.7578 0.1070 0.33
H -6.8190 -0.8168 -0.7091 0.31
H -6.6081 -1.2251 2.3066 0.32
H -7.8561 -0.2849 1.4902 0.32
H -7.3674 -3.2774 1.1042 0.32
H -8.6147 -2.3368 0.2860 0.32
H -8.6840 -2.5607 2.0346 0.38